A cluster of 3 separate species, C3H10O4 in total in a non-equilibrium geometry, computed with ωB97M-V/def2-TZVPD.

CARTESIAN COORDINATES (ANGSTROEM)
O: 0.218 2.535 2.334
C: -0.204 2.028 1.313
C: -0.931 0.736 1.024
C: 0.010 -0.436 1.393
O: 0.069 -1.300 0.304
H: -0.128 2.550 0.323
H: -1.798 0.844 1.593
H: -0.999 0.717 -0.117
H: 1.045 -0.105 1.620
H: -0.392 -1.001 2.185
H: -0.518 -1.032 -0.447
H: 3.752 -3.493 1.592
H: 2.244 -3.022 1.483
O: 3.210 -2.740 1.432
H: -1.929 1.760 -5.979
H: -2.053 0.544 -4.990
O: -1.596 1.414 -5.064

## Properties
* total charge: +1
* E_LUMO (spin up / spin down): -6.26 / -9.99 eV
* strongest force on any atom: 0.0609 Eh/bohr
* 2S+1: 2
* HOMO (spin up / spin down): -13.844 / -13.844 eV
* E_tot: -420.83033 a.u.

Atomic partial charges in e from the Mulliken method, atoms 1 to 2: atom 1 (O): -0.0989, atom 2 (C): 0.1126